# C28H47Cl3N2O3PSiY

A molecular structure, C28H47Cl3N2O3PSiY in a non-equilibrium geometry (ωB97M-V/def2-TZVPD, OMol25).

The value obtained for the frontier orbital gap is 8.74 eV. As for the net charge: 0. As for the calculated total energy: -94707.827 eV. The HOMO energy is -8.50 eV.

Element x y z (Å)
C  -3.0408  2.9659  -1.4423
C  -1.8685  2.7846  -2.3531
H  -3.4765  3.9661  -1.5485
H  -2.7594  2.7953  -0.3889
H  -3.8320  2.2307  -1.6587
C  -1.2973  3.7563  -3.0828
C  -1.7214  5.1817  -3.1351
H  -0.4765  3.5147  -3.7514
H  -2.3515  5.4726  -2.2846
H  -2.2762  5.4069  -4.0614
H  -0.8326  5.8322  -3.1481
Y  -0.3058  -0.3520  0.3351
Cl  -2.2171  -1.7238  -0.6202
Cl  -1.1998  0.6124  2.4886
C  1.1142  -1.8105  -2.2956
O  1.2527  -1.3953  -1.1082
N  2.1313  -1.9826  -3.1358
C  3.5141  -1.7104  -2.7496
C  1.8890  -2.5527  -4.4577
H  0.1169  -2.0549  -2.7070
H  3.5615  -1.3533  -1.7187
H  3.9538  -0.9506  -3.4116
H  4.1100  -2.6296  -2.8398
H  0.8030  -2.6163  -4.5955
H  2.3175  -3.5640  -4.5124
H  2.3149  -1.9035  -5.2331
H  -0.4387  3.3394  -0.0823
H  1.6205  4.1375  -1.7994
C  0.3956  3.2914  0.6337
C  2.2221  3.9618  -0.8926
N  1.6219  2.9248  -0.0641
H  0.1484  2.5612  1.4101
C  2.1816  1.7079  0.0294
O  1.7337  0.7834  0.7558
H  3.2297  3.6410  -1.1837
H  3.0814  1.5701  -0.6052
H  0.5114  4.2835  1.0854
H  2.2910  4.8974  -0.3217
O  -0.6991  1.1786  -1.0747
C  -1.2872  1.3867  -2.3053
C  0.9927  1.4446  -3.4516
C  -0.3484  1.0680  -3.4816
H  1.3850  1.8305  -2.5025
C  1.7792  1.3011  -4.5974
H  -2.1345  0.6907  -2.3900
C  -0.8702  0.4180  -4.6024
H  2.8270  1.6049  -4.5732
C  1.2219  0.7564  -5.7595
C  -0.0960  0.2847  -5.7617
H  -1.8874  0.0150  -4.5454
H  1.8327  0.6290  -6.6553
H  -0.5120  -0.2034  -6.6531
Si  -3.6540  0.8543  4.7522
Cl  -3.8747  2.2780  3.2337
C  -2.1013  1.3090  5.7114
C  -3.9658  -0.8568  4.0272
C  -5.0055  1.1676  6.0621
H  -1.2188  1.4639  5.0797
H  -1.8514  0.5491  6.4648
H  -2.3080  2.2451  6.2550
H  -4.8597  2.1539  6.5356
H  -4.9365  0.3847  6.8422
H  -6.0117  1.1341  5.6200
H  -3.3966  -1.0485  3.0988
H  -5.0339  -0.9561  3.7722
H  -3.7379  -1.6633  4.7431
C  -0.3188  -4.5964  0.9766
P  0.1965  -3.0455  1.7924
C  -0.9252  -3.0302  3.2467
C  1.8680  -3.4608  2.4325
C  2.1204  -4.1778  3.6113
C  3.4372  -4.5018  3.9796
C  4.5119  -4.0804  3.1925
C  4.2752  -3.3710  2.0030
C  2.9711  -3.0392  1.6466
H  0.4820  -4.9501  0.3167
H  -1.2123  -4.3701  0.3813
H  -0.5458  -5.3664  1.7278
H  -1.0123  -4.0433  3.6734
H  -0.5688  -2.3105  3.9996
H  -1.9091  -2.6766  2.8912
H  1.3011  -4.4916  4.2548
H  3.6194  -5.0943  4.8820
H  5.5387  -4.3047  3.4956
H  5.1107  -3.0853  1.3551
H  2.7898  -2.4431  0.7481

Computed Mulliken charges, given in elementary charges: number 1, C, carries -1.56; number 2, C, carries -0.04; number 3, H, carries 0.42; number 4, H, carries 0.25; number 5, H, carries 0.34; number 6, C, carries 0.29; number 7, C, carries -1.60; number 8, H, carries 0.50; number 9, H, carries 0.40; number 10, H, carries 0.28; number 11, H, carries 0.33; number 12, Y, carries -0.12; number 13, Cl, carries -0.62; number 14, Cl, carries -0.51; number 15, C, carries -0.15; number 16, O, carries 0.11; number 17, N, carries 0.60; number 18, C, carries -0.89; number 19, C, carries -1.03; number 20, H, carries 0.32; number 21, H, carries 0.19; number 22, H, carries 0.27; number 23, H, carries 0.32; number 24, H, carries 0.28; number 25, H, carries 0.34; number 26, H, carries 0.35; number 27, H, carries 0.18; number 28, H, carries 0.23; number 29, C, carries -1.03; number 30, C, carries -0.87; number 31, N, carries 0.43; number 32, H, carries 0.18; number 33, C, carries 0.19; number 34, O, carries -0.76; number 35, H, carries 0.32; number 36, H, carries 0.25; number 37, H, carries 0.45; number 38, H, carries 0.35; number 39, O, carries 0.72; number 40, C, carries -0.10; number 41, C, carries 0.75; number 42, C, carries -0.10; number 43, H, carries 0.01; number 44, C, carries -0.80; number 45, H, carries 0.50; number 46, C, carries -0.42; number 47, H, carries 0.44; number 48, C, carries -0.67; number 49, C, carries -0.71; number 50, H, carries 0.42; number 51, H, carries 0.41; number 52, H, carries 0.37; number 53, Si, carries 0.59; number 54, Cl, carries -0.29; number 55, C, carries -0.88; number 56, C, carries -0.63; number 57, C, carries -1.03; number 58, H, carries 0.21; number 59, H, carries 0.31; number 60, H, carries 0.28; number 61, H, carries 0.26; number 62, H, carries 0.30; number 63, H, carries 0.28; number 64, H, carries -0.06; number 65, H, carries 0.33; number 66, H, carries 0.34; number 67, C, carries -1.31; number 68, P, carries 1.10; number 69, C, carries -1.28; number 70, C, carries 0.22; number 71, C, carries -0.41; number 72, C, carries -0.60; number 73, C, carries -0.41; number 74, C, carries -0.56; number 75, C, carries -0.20; number 76, H, carries 0.39; number 77, H, carries 0.32; number 78, H, carries 0.44; number 79, H, carries 0.47; number 80, H, carries 0.38; number 81, H, carries 0.18; number 82, H, carries 0.31; number 83, H, carries 0.36; number 84, H, carries 0.35; number 85, H, carries 0.37; number 86, H, carries 0.05

***

# C28H47IrN5O3PS

A molecular structure, C28H47IrN5O3PS (ωB97M-V/def2-TZVPD, OMol25).

The value obtained for the frontier orbital gap (spin up / spin down) is 7.52 / 6.99 eV. Its multiplicity is 2. As for the net charge: +3. The expectation value of S² is 0.79. As for the calculated total energy: -66334.197 eV. The HOMO energy (spin up / spin down) is -16.25 / -16.92 eV.

Element x y z (Å)
Ir  -0.5693  0.2307  0.7308
C  0.8491  -5.3563  0.7087
C  1.5472  -4.1658  0.1159
C  2.6805  -4.3514  -0.7007
C  3.3864  -3.2731  -1.2572
C  4.6147  -3.5112  -2.0892
C  2.9481  -1.9916  -1.0094
C  1.7811  -1.7508  -0.2204
C  1.1178  -2.8866  0.3407
N  1.2659  -0.5493  0.0711
C  1.7755  0.8153  -0.2050
C  3.1296  1.0593  -0.8727
C  3.3645  2.5738  -1.0111
C  2.2617  3.1693  -1.8923
C  0.8923  2.9701  -1.2234
C  0.8885  3.6355  0.1538
C  1.9985  3.0392  1.0228
C  3.3627  3.2481  0.3601
C  1.7739  1.5306  1.1709
C  0.6808  1.4616  -1.0831
H  1.5545  -6.1565  0.9258
H  0.1119  -5.7561  0.0091
H  0.3365  -5.1021  1.6364
H  3.0311  -5.3597  -0.8882
H  4.7295  -4.5641  -2.3360
H  5.5080  -3.1955  -1.5482
H  4.5735  -2.9461  -3.0200
H  3.5067  -1.1794  -1.4351
H  0.2784  -2.6968  0.9929
H  3.1332  0.6404  -1.8798
H  3.9316  0.5945  -0.2953
H  4.3318  2.7153  -1.4930
H  2.2766  2.7149  -2.8865
H  2.4289  4.2390  -2.0293
H  0.1048  3.3869  -1.8552
H  -0.0813  3.5078  0.6443
H  1.0494  4.7085  0.0394
H  1.9842  3.4980  2.0121
H  4.1600  2.8446  0.9887
H  3.5552  4.3171  0.2535
H  0.8068  1.4150  1.7543
H  2.5286  1.0674  1.8101
H  0.6333  0.9528  -2.0471
H  -0.4106  1.3442  -0.6785
C  -2.5641  -3.3997  0.7459
O  -1.8760  -2.6216  -0.2749
P  -1.9816  -1.0629  -0.4111
O  -1.7568  -0.8201  -1.9499
C  -0.8691  -1.6343  -2.7800
O  -3.4594  -0.6493  -0.1467
C  -4.5903  -1.2591  -0.8615
H  -2.7359  -4.3794  0.3118
H  -3.5099  -2.9355  1.0117
H  -1.9283  -3.4868  1.6239
H  -0.9904  -1.2618  -3.7910
H  -1.1741  -2.6746  -2.7182
H  0.1595  -1.5159  -2.4446
H  -5.3951  -1.3395  -0.1387
H  -4.3175  -2.2383  -1.2477
H  -4.8689  -0.5936  -1.6725
C  -3.0898  3.2371  -2.3559
N  -2.7716  2.4561  -1.1488
C  -2.7448  2.8384  0.1204
S  -2.2467  1.7605  1.4172
N  -3.1156  4.0262  0.5625
C  -3.7904  5.1420  -0.1234
H  -3.0039  2.5593  -3.2007
H  -2.3788  4.0472  -2.4958
H  -4.1040  3.6235  -2.3327
H  -2.6081  1.4778  -1.3134
H  -2.9790  4.1578  1.5546
H  -3.2051  5.5085  -0.9596
H  -3.8813  5.9451  0.6013
H  -4.7897  4.8579  -0.4443
C  1.2856  -1.2608  3.3934
C  -0.1990  -1.3052  3.3468
N  -1.0500  -0.8026  2.4412
C  -2.3407  -1.0233  2.9130
C  -2.2623  -1.6796  4.0898
N  -0.9224  -1.8450  4.3370
H  1.6985  -0.8175  2.4946
H  1.6926  -2.2672  3.4982
H  1.6113  -0.6747  4.2545
H  -3.2087  -0.6878  2.3763
H  -3.0249  -2.0175  4.7695
H  -0.5254  -2.2711  5.1626

Computed Mulliken charges, given in elementary charges: number 1, Ir, carries 2.14; number 2, C, carries -1.82; number 3, C, carries 0.13; number 4, C, carries -0.51; number 5, C, carries 0.01; number 6, C, carries -1.65; number 7, C, carries -0.66; number 8, C, carries -0.27; number 9, C, carries 0.93; number 10, N, carries -0.35; number 11, C, carries 1.50; number 12, C, carries -2.74; number 13, C, carries 0.26; number 14, C, carries -1.55; number 15, C, carries 0.33; number 16, C, carries -1.06; number 17, C, carries -0.09; number 18, C, carries -1.58; number 19, C, carries -0.98; number 20, C, carries -1.34; number 21, H, carries 0.49; number 22, H, carries 0.34; number 23, H, carries 0.33; number 24, H, carries 0.48; number 25, H, carries 0.43; number 26, H, carries 0.35; number 27, H, carries 0.38; number 28, H, carries 0.56; number 29, H, carries -0.14; number 30, H, carries 0.78; number 31, H, carries 0.59; number 32, H, carries 0.32; number 33, H, carries 0.56; number 34, H, carries 0.56; number 35, H, carries 0.50; number 36, H, carries 0.21; number 37, H, carries 0.55; number 38, H, carries 0.58; number 39, H, carries 0.55; number 40, H, carries 0.57; number 41, H, carries 0.38; number 42, H, carries 0.75; number 43, H, carries 0.66; number 44, H, carries 0.07; number 45, C, carries -0.57; number 46, O, carries 0.11; number 47, P, carries -0.33; number 48, O, carries -0.21; number 49, C, carries -0.56; number 50, O, carries 0.00; number 51, C, carries -0.92; number 52, H, carries 0.35; number 53, H, carries 0.36; number 54, H, carries 0.09; number 55, H, carries 0.31; number 56, H, carries 0.27; number 57, H, carries 0.18; number 58, H, carries 0.33; number 59, H, carries 0.43; number 60, H, carries 0.27; number 61, C, carries -1.25; number 62, N, carries 0.01; number 63, C, carries 1.19; number 64, S, carries -0.53; number 65, N, carries -0.19; number 66, C, carries -0.98; number 67, H, carries 0.37; number 68, H, carries 0.41; number 69, H, carries 0.41; number 70, H, carries -0.06; number 71, H, carries 0.30; number 72, H, carries 0.33; number 73, H, carries 0.36; number 74, H, carries 0.34; number 75, C, carries -0.73; number 76, C, carries 0.38; number 77, N, carries 0.63; number 78, C, carries -0.61; number 79, C, carries -0.72; number 80, N, carries -0.01; number 81, H, carries -0.33; number 82, H, carries 0.40; number 83, H, carries 0.46; number 84, H, carries 0.47; number 85, H, carries 0.44; number 86, H, carries 0.22

***

What are the energy above the lowest of the compared OMol25 structures with the same formula, charge and spin values for these records? In order: 0.0, 0.0 kcal/mol.